No. 1
C30H23Cl3N5O5SW | ωB97M-V/def2-TZVPD

Summary:
LUMO energy (alpha / beta) = -10.675 / -11.116 eV
F_max = 0.064 hartree/bohr
Total energy = -3651.70535 a.u.
⟨S²⟩ = 2.009
Gap between HOMO and LUMO (alpha / beta) = 5.19 / 4.75 eV
Charge = +3
Relative energy (zero: lowest compared OMol25 entry of this formula, charge and spin) = 18.4 kcal per mole
Highest occupied orbital energy (alpha / beta) = -15.867 / -15.866 eV
Multiplicity = 3

```
68
Properties=species:S:1:pos:R:3:forces:R:3
W -0.3075 1.5313 -1.7504 1.01 -1.33 -1.24
O 0.2609 -0.2786 -1.1461 0.41 -0.32 0.33
C -0.4032 -1.2083 -0.5431 0.15 0.67 0.12
C -1.8081 -1.1848 -0.4881 0.81 0.74 -0.82
C -2.4676 -2.1992 0.1601 -0.41 -1.77 1.95
C -3.8177 -2.3311 -0.0045 0.46 -0.72 0.03
C -4.5494 -1.5637 -0.9217 -1.02 -0.96 0.62
C -3.9291 -0.4985 -1.5575 1.35 0.31 0.18
C -2.5771 -0.2864 -1.2772 -0.59 0.45 -0.74
O -1.9866 0.8332 -1.8614 -1.98 -0.92 0.62
N -4.3681 -3.5090 0.7784 -1.04 0.82 -0.13
O -3.6903 -3.8648 1.7343 -1.03 -0.13 -1.08
O -5.4560 -3.9029 0.3932 1.27 -0.01 0.73
H 0.2044 -2.0229 -0.0798 -0.39 0.45 -0.35
H -1.9987 -2.9277 0.9035 -0.37 1.20 -1.36
H -5.6141 -1.8354 -1.0807 0.79 0.34 0.00
H -4.3926 0.1640 -2.2806 -0.28 -0.15 0.25
Cl -4.3114 1.6184 3.7174 1.84 -0.31 0.33
C -2.5256 1.3669 3.7725 -0.83 -0.41 -2.06
C -1.9452 0.4979 2.8357 1.08 -0.43 0.51
C -0.5193 0.3402 2.7712 -2.68 0.36 -0.53
C 0.2796 1.2006 3.4910 2.10 -1.06 -0.01
C 1.8329 0.9756 3.4411 -1.39 0.56 -0.75
C 2.5850 2.1255 2.7716 0.57 1.80 0.55
N 1.9504 2.6158 1.5160 -1.67 -2.33 -1.63
C 1.3835 3.8494 1.2539 0.77 1.33 1.19
C 0.6030 3.8083 0.1735 0.41 -2.37 0.42
N 0.5912 2.3989 -0.2338 0.31 2.94 0.49
C 1.4248 1.7714 0.5921 1.02 0.18 1.28
O 2.1936 -0.1964 2.7344 -0.33 0.57 0.13
C 1.9952 -1.4207 3.4440 2.37 -0.56 0.34
C 1.5350 -2.4605 2.5405 0.11 0.07 -0.84
C 0.3180 -3.0573 2.6137 0.21 0.07 0.06
Cl -0.9012 -2.7491 3.7280 -0.72 0.08 0.70
S 0.1106 -4.2847 1.4704 0.12 -0.73 -0.41
C 1.6815 -3.9806 0.8551 -0.72 -0.99 -1.65
C 2.3149 -2.9773 1.4651 1.27 -0.04 0.43
C -0.3019 2.0479 4.4073 -1.35 0.01 0.19
Cl 0.5605 2.9844 5.5367 0.86 0.39 0.14
C -1.6885 2.1245 4.5339 0.02 0.88 0.62
H -2.6024 -0.1304 2.2565 -0.01 -0.19 -0.13
H -0.0959 -0.4867 2.1899 -0.11 0.55 0.10
H 2.1226 0.9633 4.4701 0.72 -0.19 0.75
H 3.6193 1.8160 2.5515 -0.42 0.18 0.08
H 2.6002 3.0696 3.3988 0.12 -1.37 -0.35
H 1.6022 4.7192 1.8872 -0.03 -0.53 -0.37
H 0.0926 4.6136 -0.2714 -0.72 0.46 -0.65
H 1.6067 0.7106 0.4587 0.36 0.23 0.66
H 1.3189 -1.3727 4.2452 -1.00 0.72 1.19
H 2.9767 -1.7732 3.8744 -0.74 0.63 -0.31
H 2.0159 -4.5505 0.0006 0.13 -0.15 0.16
H 3.3842 -2.8043 1.2408 -0.84 0.38 0.31
H -2.0964 2.8482 5.2186 -0.08 0.03 0.27
N 0.8770 2.4764 -5.5336 -0.71 1.31 -0.15
C 0.4088 2.5791 -4.3063 0.64 0.13 -1.39
N 0.5318 1.4882 -3.5730 0.81 -1.99 -1.79
C 1.1123 0.4972 -4.5774 -0.23 1.88 1.99
C 1.4685 -0.7995 -4.4173 0.97 -1.37 -1.29
C 2.1313 -1.3512 -5.5442 -0.55 -0.75 0.04
C 2.3938 -0.6536 -6.7792 -1.31 -1.00 2.14
C 1.9843 0.6518 -6.8697 -0.66 -0.53 2.17
C 1.3738 1.2071 -5.7334 0.27 -0.80 -0.51
H 0.7369 3.1924 -6.2640 0.34 -0.41 0.61
H 0.0067 3.4582 -3.9353 -0.80 1.80 0.44
H 1.1974 -1.3777 -3.5441 0.25 -0.09 -0.09
H 2.3058 -2.4481 -5.5180 0.16 0.97 -0.03
H 2.6712 -1.2741 -7.6114 0.55 0.28 -0.29
H 1.9901 1.2173 -7.7236 0.39 1.16 -2.17
```
Positions in Å, forces in eV/Å.



No. 2
C5H12O2 | ωB97M-V/def2-TZVPD

Summary:
LUMO energy = 0.696 eV
F_max = 0.076 hartree/bohr
Total energy = -348.13885 a.u.
Gap between HOMO and LUMO = 10.17 eV
Relative energy (zero: lowest compared OMol25 entry of this formula, charge and spin) = 41.4 kcal per mole
Highest occupied orbital energy = -9.470 eV

```
19
Properties=species:S:1:pos:R:3:forces:R:3
O -0.8633 -2.2737 -0.4402 -0.05 -1.18 0.33
C -1.1446 -1.3449 -1.1269 -0.50 1.86 0.26
C -0.3552 -0.0068 -1.0485 0.43 -2.66 -2.57
C 0.8720 0.0122 -0.1073 -1.29 -1.91 -0.30
C 1.8616 -1.1876 -0.2578 -0.09 -0.48 -0.69
C 1.4210 1.3803 -0.1108 2.16 -0.29 1.88
H -2.0635 -1.3835 -1.8210 1.03 0.15 0.47
H -0.2289 0.1492 -2.1868 0.79 0.13 1.46
H -1.0134 0.7657 -0.8177 -1.38 1.38 0.70
H 0.4551 -0.1152 0.8789 -0.45 -0.18 0.41
H 2.8243 -0.8163 -0.6470 -0.27 -0.28 0.02
H 1.4297 -1.9501 -0.9690 0.74 0.81 0.73
H 2.0744 -1.7495 0.6982 -0.39 0.85 -0.89
H 0.9009 1.9672 0.6131 -1.10 1.06 -0.37
H 2.3720 1.3468 0.4386 0.39 -0.07 -0.49
H 1.6021 1.7755 -1.0732 -0.06 0.82 -0.92
H -0.9020 2.7523 2.7664 -1.72 -0.49 -0.67
H -2.3971 2.4188 2.9749 -1.81 -0.17 2.12
O -1.7595 2.4887 2.3217 3.56 0.65 -1.47
```
Positions in Å, forces in eV/Å.



No. 3
C6H13N | ωB97M-V/def2-TZVPD

Summary:
LUMO energy = 1.044 eV
F_max = 0.117 hartree/bohr
Total energy = -291.04472 a.u.
Gap between HOMO and LUMO = 9.61 eV
Relative energy (zero: lowest compared OMol25 entry of this formula, charge and spin) = 71.6 kcal per mole
Highest occupied orbital energy = -8.569 eV

```
20
Properties=species:S:1:pos:R:3:forces:R:3
C 0.4177 0.6664 2.4772 -2.52 1.22 1.71
N -0.1340 0.5776 1.1018 -0.87 0.67 3.32
C 0.7402 0.1803 0.0867 1.68 1.34 -2.24
C -0.0408 0.2135 -1.2343 3.25 -3.25 -3.84
C -1.4665 0.2203 -1.3815 -1.13 1.10 2.94
C -2.1515 0.0121 -2.4600 2.14 -1.60 -2.19
C 1.5119 -1.1944 0.3105 0.69 0.98 3.39
H 0.1910 1.7218 3.0236 0.71 -2.15 -1.54
H -0.2062 -0.0729 3.1354 1.67 1.05 -0.89
H 1.4740 0.4704 2.4837 0.35 -0.15 0.33
H -0.9883 0.0503 1.2819 0.39 -0.13 -1.28
H 1.4566 1.1352 -0.1310 -0.85 -2.54 1.14
H 0.3557 0.9624 -2.0173 -0.31 -0.83 1.60
H 0.2551 -0.8190 -1.7730 -0.28 2.02 0.78
H -2.0017 0.5498 -0.4908 -0.20 0.47 -0.25
H -3.0695 0.4442 -2.5385 -2.82 0.30 -0.35
H -1.6502 -0.4719 -3.3336 -0.58 0.76 0.48
H 2.0758 -1.6628 -0.4630 -0.22 -0.04 -1.24
H 0.8552 -1.9495 0.8411 0.43 0.80 -0.90
H 2.3755 -1.0336 1.0810 -1.54 -0.03 -1.00
```
Positions in Å, forces in eV/Å.